*A*
A molecular structure, C48H46Cl2MgN5P2S2Te. Source: the OMol25 dataset; level of theory: wB97M-V/def2-TZVPD.

XYZ file:
```
107
C48H46Cl2MgN5P2S2Te, DFT wB97M-V/def2-TZVPD
Mg 1.64 -0.52 1.03
C 4.61 4.64 2.80
S 5.28 3.14 2.05
C 3.93 1.97 2.25
S 2.39 2.47 2.68
N 4.37 0.75 2.10
N 3.49 -0.23 2.13
C 3.88 -1.41 2.48
C 2.88 -2.41 2.68
C 3.17 -3.74 3.01
C 2.13 -4.61 3.27
C 0.83 -4.13 3.23
C 0.63 -2.79 2.92
N 1.61 -1.96 2.63
H 5.25 4.93 3.63
H 4.58 5.43 2.06
H 3.61 4.40 3.15
H 4.92 -1.62 2.74
H 4.20 -4.06 3.05
H 2.33 -5.64 3.51
H -0.02 -4.77 3.42
H -0.35 -2.36 2.92
Te -4.02 0.38 1.74
C -5.12 0.97 0.00
C -5.93 0.06 -0.66
C -6.69 0.49 -1.74
N -6.70 1.74 -2.18
C -5.93 2.61 -1.54
C -5.13 2.28 -0.46
C -1.87 0.27 1.42
P -0.84 1.66 0.97
C -1.65 2.98 1.94
C -2.17 4.16 1.40
C -2.76 5.09 2.23
C -2.84 4.87 3.59
C -2.31 3.71 4.13
C -1.71 2.78 3.31
C -1.27 2.30 -0.72
C -0.49 3.30 -1.30
C -0.73 3.72 -2.60
C -1.77 3.16 -3.33
C -2.57 2.19 -2.75
C -2.31 1.76 -1.46
P -1.05 -1.10 0.64
C -1.47 -1.18 -1.16
C -2.77 -1.42 -1.59
C -3.10 -1.33 -2.93
C -2.13 -1.01 -3.86
C -0.83 -0.76 -3.44
C -0.51 -0.84 -2.10
C -2.04 -2.55 1.15
C -2.11 -3.69 0.35
C -2.81 -4.81 0.76
C -3.42 -4.82 2.01
C -3.30 -3.72 2.84
C -2.62 -2.60 2.42
H -5.96 -0.97 -0.35
H -7.34 -0.20 -2.27
H -5.95 3.62 -1.93
H -4.52 3.04 0.02
H -2.11 4.35 0.34
H -3.18 6.00 1.80
H -3.32 5.60 4.23
H -2.36 3.54 5.20
H -1.29 1.87 3.72
H 0.29 3.77 -0.72
H -0.11 4.48 -3.05
H -1.96 3.48 -4.35
H -3.40 1.76 -3.29
H -2.92 0.98 -1.03
H -3.54 -1.67 -0.86
H -4.12 -1.50 -3.24
H -2.38 -0.94 -4.91
H -0.07 -0.51 -4.16
H 0.51 -0.65 -1.77
H -1.63 -3.68 -0.62
H -2.88 -5.67 0.12
H -3.97 -5.69 2.33
H -3.76 -3.74 3.83
H -2.51 -1.75 3.09
Cl 2.08 1.48 -0.65
C 2.95 3.01 -0.59
Cl 2.76 3.90 -2.11
H 4.02 2.81 -0.46
H 2.54 3.62 0.21
C 3.85 0.15 -3.26
N 4.80 -0.81 -2.74
C 6.16 -0.37 -2.96
C 4.52 -1.15 -1.35
C 3.36 -2.12 -1.27
C 3.42 -3.20 -2.15
C 2.46 -4.19 -2.16
C 1.43 -4.11 -1.24
C 1.37 -3.03 -0.38
C 2.29 -1.99 -0.37
H 3.97 0.23 -4.34
H 3.97 1.15 -2.81
H 2.84 -0.21 -3.05
H 6.42 0.54 -2.39
H 6.29 -0.16 -4.02
H 6.84 -1.17 -2.67
H 4.35 -0.26 -0.72
H 5.41 -1.66 -0.96
H 4.25 -3.24 -2.85
H 2.52 -5.01 -2.86
H 0.67 -4.88 -1.20
H 0.54 -2.99 0.32
```

HOMO = -4.75 eV
total charge = -1
Kohn-Sham gap = 6.4195 eV

Löwdin population analysis, charges in e, atoms 1 to 6:
1. Mg 0.3999
2. C -0.4347
3. S 0.7949
4. C -1.1737
5. S 0.5747
6. N -0.1161

*B*
A molecular structure, C48H46Cl2MgN5P2S2Te. Source: the OMol25 dataset; level of theory: wB97M-V/def2-TZVPD.

XYZ file:
```
107
C48H46Cl2MgN5P2S2Te, DFT wB97M-V/def2-TZVPD
Mg 1.15 -0.82 1.28
C 4.93 -3.35 -1.88
S 5.33 -1.75 -1.19
C 3.96 -1.39 -0.15
S 2.68 -2.48 0.08
N 4.13 -0.20 0.39
N 3.20 0.11 1.34
C 3.44 1.15 2.04
C 2.53 1.48 3.13
C 2.69 2.64 3.88
C 1.80 2.89 4.91
C 0.80 1.97 5.16
C 0.72 0.83 4.36
N 1.56 0.59 3.37
H 5.78 -3.61 -2.51
H 4.03 -3.31 -2.48
H 4.82 -4.10 -1.09
H 4.34 1.74 1.87
H 3.49 3.33 3.64
H 1.88 3.79 5.50
H 0.08 2.12 5.96
H -0.05 0.09 4.53
Te -1.69 -0.72 -3.57
C -2.33 1.09 -4.52
C -1.41 2.02 -4.99
C -1.85 3.23 -5.51
N -3.14 3.57 -5.61
C -4.02 2.66 -5.18
C -3.67 1.44 -4.64
C -0.80 -0.03 -1.84
P -1.58 -0.08 -0.27
C -2.89 -1.36 -0.28
C -4.22 -1.11 -0.62
C -5.15 -2.13 -0.62
C -4.77 -3.42 -0.28
C -3.45 -3.68 0.07
C -2.52 -2.66 0.07
C -2.64 1.42 -0.10
C -3.20 1.75 1.13
C -3.95 2.90 1.30
C -4.16 3.76 0.23
C -3.62 3.45 -1.01
C -2.86 2.29 -1.17
P 0.92 0.18 -1.58
C 1.38 1.96 -1.79
C 0.52 2.90 -2.34
C 0.91 4.23 -2.49
C 2.18 4.63 -2.08
C 3.04 3.70 -1.51
C 2.65 2.37 -1.36
C 1.71 -0.52 -3.06
C 2.28 0.24 -4.08
C 2.77 -0.36 -5.23
C 2.69 -1.74 -5.38
C 2.12 -2.51 -4.38
C 1.65 -1.90 -3.23
H -0.34 1.81 -4.95
H -1.13 3.96 -5.86
H -5.07 2.94 -5.27
H -4.45 0.77 -4.28
H -4.52 -0.11 -0.89
H -6.18 -1.93 -0.89
H -5.50 -4.22 -0.27
H -3.15 -4.68 0.36
H -1.50 -2.86 0.37
H -3.04 1.09 1.98
H -4.38 3.13 2.27
H -4.75 4.66 0.36
H -3.78 4.10 -1.86
H -2.44 2.05 -2.13
H -0.47 2.58 -2.64
H 0.23 4.94 -2.93
H 2.49 5.66 -2.20
H 4.03 4.00 -1.19
H 3.33 1.65 -0.93
H 2.34 1.32 -3.98
H 3.21 0.25 -6.01
H 3.07 -2.21 -6.29
H 2.05 -3.58 -4.49
H 1.20 -2.51 -2.45
Cl 0.12 2.46 1.30
C 0.03 4.18 0.92
Cl 0.39 5.20 2.34
H -0.98 4.40 0.60
H 0.76 4.40 0.15
C 1.44 -4.64 5.10
N 1.97 -4.22 3.82
C 2.65 -2.95 3.93
C 0.96 -4.25 2.75
C -0.23 -3.34 2.95
C -1.34 -3.89 3.62
C -2.45 -3.12 3.94
C -2.44 -1.78 3.60
C -1.35 -1.26 2.92
C -0.22 -1.99 2.55
H 2.26 -4.75 5.81
H 0.94 -5.61 5.00
H 0.71 -3.93 5.53
H 3.45 -3.04 4.66
H 1.98 -2.13 4.25
H 3.08 -2.68 2.97
H 0.63 -5.29 2.65
H 1.48 -3.99 1.82
H -1.32 -4.94 3.88
H -3.30 -3.57 4.45
H -3.30 -1.15 3.83
H -1.41 -0.21 2.62
```

HOMO = -4.64 eV
total charge = -1
Kohn-Sham gap = 6.3302 eV

Löwdin population analysis, charges in e, atoms 1 to 6:
1. Mg 0.4158
2. C -0.4452
3. S 0.8393
4. C -1.0997
5. S 0.6131
6. N -0.1231

The structure with the least stability is *A*.

*A*
2 unconnected molecules or ions with the total composition C12H12. Source: the OMol25 dataset; level of theory: wB97M-V/def2-TZVPD.

XYZ file:
```
24
C12H12, DFT wB97M-V/def2-TZVPD
C 0.10 2.07 -1.49
C 0.78 1.02 -0.87
C 0.66 -0.28 -1.25
C -0.20 -0.67 -2.39
C -0.94 0.35 -2.92
C -0.81 1.61 -2.39
H 0.27 3.10 -1.35
H 1.29 1.06 0.09
H 1.10 -1.07 -0.65
H -0.17 -1.73 -2.67
H -1.68 0.24 -3.82
H -1.35 2.45 -2.74
C 1.25 -1.15 1.21
C 1.04 0.18 1.54
C -0.12 0.73 2.22
C -1.03 -0.20 2.57
C -0.93 -1.55 2.26
C 0.16 -2.06 1.42
H 2.18 -1.35 0.44
H 2.05 0.74 1.44
H 0.03 1.73 2.51
H -1.95 0.15 3.01
H -1.83 -2.23 2.63
H 0.11 -3.13 1.19
```

HOMO = -8.66 eV
total charge = 0
SMILES = c1ccccc1.c1ccccc1
Kohn-Sham gap = 9.4483 eV

Löwdin population analysis, charges in e, atoms 1 to 6:
1. C -0.0535
2. C -0.1144
3. C -0.0796
4. C -0.0464
5. C -0.1275
6. C -0.1352

*B*
2 unconnected molecules or ions with the total composition C12H12. Source: the OMol25 dataset; level of theory: wB97M-V/def2-TZVPD.

XYZ file:
```
24
C12H12, DFT wB97M-V/def2-TZVPD
C 4.36 1.69 -0.35
C 3.24 1.65 -1.16
C 2.10 0.87 -0.74
C 2.10 0.17 0.43
C 3.20 0.27 1.30
C 4.34 1.06 0.95
H 5.24 2.29 -0.64
H 3.17 2.21 -2.11
H 1.13 0.95 -1.25
H 1.20 -0.42 0.62
H 3.18 -0.41 2.16
H 5.26 1.13 1.54
C -4.10 -1.10 -1.18
C -4.28 -1.88 -0.01
C -3.38 -1.80 1.05
C -2.29 -0.89 1.00
C -2.12 -0.10 -0.13
C -3.02 -0.20 -1.26
H -4.90 -0.94 -1.92
H -5.17 -2.52 0.10
H -3.69 -2.33 1.96
H -1.59 -0.78 1.84
H -1.25 0.57 -0.15
H -2.72 0.51 -2.03
```

HOMO = -9.23 eV
total charge = 0
SMILES = c1ccccc1.c1ccccc1
Kohn-Sham gap = 10.1786 eV

Löwdin population analysis, charges in e, atoms 1 to 6:
1. C -0.1058
2. C -0.0884
3. C -0.1045
4. C -0.1273
5. C -0.0882
6. C -0.0684

The structure with the least stability is *A*.

*A*
2 unconnected molecules or ions with the total composition C12H12. Source: the OMol25 dataset; level of theory: wB97M-V/def2-TZVPD.

XYZ file:
```
24
C12H12, DFT wB97M-V/def2-TZVPD
C -1.71 -1.40 1.02
C -0.37 -1.22 0.65
C 0.00 0.00 0.00
C -0.98 0.94 -0.26
C -2.26 0.78 0.19
C -2.65 -0.38 0.77
H -2.02 -2.34 1.49
H 0.38 -1.98 0.90
H 1.03 0.13 -0.36
H -0.62 1.83 -0.79
H -2.96 1.59 -0.03
H -3.70 -0.53 1.06
C -5.90 -3.30 -1.44
C -5.64 -2.11 -0.86
C -6.51 -1.40 -0.09
C -7.70 -2.00 0.28
C -8.06 -3.21 -0.34
C -7.16 -3.86 -1.19
H -5.18 -3.74 -2.14
H -4.68 -1.62 -1.07
H -6.36 -0.43 0.40
H -8.45 -1.55 0.95
H -9.03 -3.68 -0.13
H -7.43 -4.84 -1.61
```

HOMO = -9.38 eV
total charge = 0
SMILES = c1ccccc1.c1ccccc1
Kohn-Sham gap = 10.3608 eV

Löwdin population analysis, charges in e, atoms 1 to 6:
1. C -0.0830
2. C -0.0801
3. C -0.0957
4. C -0.1170
5. C -0.1243
6. C -0.1224

*B*
A single C12H12 molecule. Source: the OMol25 dataset; level of theory: wB97M-V/def2-TZVPD.

XYZ file:
```
24
C12H12, DFT wB97M-V/def2-TZVPD
C -1.65 3.01 0.17
C -2.21 2.23 -0.89
C -0.74 2.41 0.95
C -1.72 1.03 -1.30
C 0.41 0.46 1.63
C -0.28 -0.90 -1.00
C -0.29 1.02 0.68
C -0.64 0.30 -0.57
C 0.82 -1.78 0.94
C 0.80 -2.69 1.89
C 0.93 -1.64 -0.52
C 2.26 -1.12 -1.11
H -1.88 3.97 0.54
H -3.04 2.72 -1.51
H -0.25 2.78 1.78
H -2.26 0.66 -2.09
H 0.51 0.62 2.66
H -0.94 -1.34 -1.82
H 0.89 -3.81 1.56
H 0.76 -2.45 2.86
H 0.66 -2.63 -1.00
H 2.32 -1.15 -2.16
H 3.12 -1.66 -0.93
H 2.42 -0.06 -0.76
```

HOMO (spin up / spin down) = -7.56 / -7.56 eV
total charge = 0
Kohn-Sham gap (spin up / spin down) = 7.5951 / 7.5957 eV

Löwdin population analysis, charges in e, atoms 1 to 6:
1. C -0.0929
2. C -0.0931
3. C -0.0506
4. C -0.0377
5. C 0.1859
6. C -0.0430

The structure with the least stability is *B*.

*A*
5 unconnected molecules or ions with the total composition C2H15NO4. Source: the OMol25 dataset; level of theory: wB97M-V/def2-TZVPD.

XYZ file:
```
22
C2H15NO4, DFT wB97M-V/def2-TZVPD
C -1.87 -0.56 -0.58
N -0.54 -1.21 -0.35
C -0.05 -1.91 -1.52
H -2.45 -1.38 -1.00
H -1.85 0.25 -1.31
H -2.21 -0.17 0.38
H 0.11 -0.43 -0.25
H -0.36 -1.49 -2.48
H 1.04 -1.86 -1.52
H -0.42 -2.93 -1.59
O -0.63 2.94 5.64
H -0.24 2.23 6.15
H -0.69 2.53 4.77
O 1.16 5.88 -1.39
H 0.69 5.70 -0.57
H 1.71 5.07 -1.47
O 0.27 -7.22 -0.19
H 0.69 -6.41 0.11
H -0.43 -6.94 -0.78
O 2.20 2.95 -0.72
H 1.88 2.42 -1.45
H 1.98 2.53 0.12
```

HOMO = -9.55 eV
total charge = 0
SMILES = CNC.O.O.O.O
Kohn-Sham gap = 9.4401 eV

Löwdin population analysis, charges in e, atoms 1 to 6:
1. C -0.1311
2. N -0.1864
3. C -0.1808
4. H 0.0744
5. H 0.0686
6. H 0.0702

*B*
5 unconnected molecules or ions with the total composition C2H15NO4. Source: the OMol25 dataset; level of theory: wB97M-V/def2-TZVPD.

XYZ file:
```
22
C2H15NO4, DFT wB97M-V/def2-TZVPD
C -2.13 2.54 -0.85
C -1.09 2.02 0.23
N -1.75 1.17 1.33
H -2.83 1.89 -1.23
H -2.67 3.43 -0.56
H -1.51 2.85 -1.71
H -0.38 1.29 -0.18
H -0.66 2.86 0.70
H -1.05 1.30 2.07
H -1.37 0.16 0.94
O 1.85 5.54 -1.18
H 1.69 5.36 -0.31
H 1.39 4.98 -1.78
O 1.64 -3.47 1.03
H 0.84 -4.13 0.92
H 2.49 -3.65 0.60
O 1.29 -0.82 0.17
H 2.26 -0.77 -0.07
H 1.33 -1.77 0.14
O -0.52 -5.90 -0.53
H -0.67 -6.71 -0.14
H -1.34 -5.51 -0.90
```

HOMO = -9.36 eV
total charge = 0
SMILES = CCN.O.O.O.O
Kohn-Sham gap = 9.7259 eV

Löwdin population analysis, charges in e, atoms 1 to 6:
1. C -0.0907
2. C -0.3011
3. N -0.0600
4. H 0.0281
5. H 0.0530
6. H 0.0605

The structure with the least stability is *B*.

*A*
7 unconnected molecules or ions with the total composition C10H34O7. Source: the OMol25 dataset; level of theory: wB97M-V/def2-TZVPD.

XYZ file:
```
51
C10H34O7, DFT wB97M-V/def2-TZVPD
C 0.33 -1.66 -3.63
C 1.59 -2.36 -3.24
O 2.75 -1.73 -3.80
H 0.37 -0.61 -3.31
H -0.54 -2.13 -3.17
H 0.17 -1.68 -4.71
H 1.61 -3.39 -3.61
H 1.67 -2.41 -2.15
H 2.97 -0.97 -3.25
C 1.70 3.87 -3.80
C 0.82 3.27 -2.74
O 1.55 2.90 -1.57
H 2.52 3.21 -4.07
H 2.10 4.84 -3.50
H 1.12 4.04 -4.72
H 0.34 2.36 -3.11
H -0.01 3.95 -2.49
H 1.51 3.62 -0.94
C 2.63 -2.42 3.12
C 1.96 -2.83 1.82
O 2.85 -3.49 0.92
H 3.23 -3.25 3.50
H 1.89 -2.14 3.86
H 3.31 -1.57 2.97
H 1.52 -1.95 1.34
H 1.17 -3.53 2.05
H 3.64 -2.95 0.82
C -1.39 2.37 2.45
C -2.20 3.32 3.29
O -3.39 2.66 3.71
H -1.06 1.50 3.02
H -0.47 2.87 2.12
H -1.91 2.01 1.57
H -2.45 4.20 2.68
H -1.62 3.65 4.16
H -3.81 3.19 4.39
C -2.60 -2.53 2.69
O -1.57 -1.59 2.86
H -3.59 -2.05 2.68
H -2.53 -3.08 1.75
H -2.58 -3.22 3.53
H -1.34 -1.21 2.00
C 0.00 0.31 -0.31
O -1.01 -0.32 0.46
H 0.84 -0.38 -0.44
H -0.33 0.54 -1.32
H 0.35 1.20 0.20
H -1.78 -0.50 -0.09
O -3.16 -1.18 -1.09
H -3.06 -1.76 -1.85
H -4.10 -0.99 -1.03
```

HOMO = -9.41 eV
total charge = 0
SMILES = CCO.CCO.CCO.CCO.CO.CO.O
Kohn-Sham gap = 9.5833 eV

Löwdin population analysis, charges in e, atoms 1 to 6:
1. C -0.0925
2. C -0.3211
3. O -0.0760
4. H 0.0544
5. H 0.0699
6. H 0.0776

*B*
7 unconnected molecules or ions with the total composition C10H34O7. Source: the OMol25 dataset; level of theory: wB97M-V/def2-TZVPD.

XYZ file:
```
51
C10H34O7, DFT wB97M-V/def2-TZVPD
C -6.19 -19.21 -18.21
C -4.77 -19.76 -18.35
O -4.57 -20.88 -17.49
H -6.36 -18.36 -18.86
H -6.37 -18.93 -17.18
H -6.89 -20.01 -18.48
H -4.06 -18.97 -18.10
H -4.59 -20.09 -19.37
H -4.94 -20.66 -16.63
C -5.73 -24.29 -16.45
C -4.71 -24.42 -17.57
O -3.59 -23.57 -17.32
H -6.62 -24.89 -16.62
H -6.02 -23.24 -16.36
H -5.27 -24.58 -15.51
H -5.16 -24.16 -18.53
H -4.31 -25.43 -17.63
H -3.89 -22.65 -17.47
C -9.75 -17.67 -18.25
C -9.48 -18.05 -16.81
O -10.63 -18.72 -16.28
H -9.99 -18.55 -18.85
H -8.87 -17.18 -18.67
H -10.61 -17.00 -18.29
H -9.27 -17.15 -16.23
H -8.61 -18.70 -16.74
H -10.34 -19.38 -15.64
C -4.74 -15.92 -19.88
C -5.98 -15.05 -19.95
O -6.93 -15.33 -18.93
H -4.08 -15.68 -20.72
H -4.98 -16.98 -19.93
H -4.18 -15.75 -18.95
H -6.49 -15.19 -20.90
H -5.68 -13.99 -19.91
H -6.48 -15.20 -18.08
C -3.34 -22.81 -21.08
C -2.93 -21.49 -21.73
O -2.75 -21.58 -23.14
H -2.70 -23.66 -21.29
H -4.37 -23.06 -21.33
H -3.30 -22.67 -19.99
H -2.04 -21.09 -21.24
H -3.74 -20.77 -21.55
H -1.81 -21.64 -23.33
O -5.53 -20.43 -14.72
H -6.45 -20.64 -14.52
H -5.26 -19.79 -14.06
O -3.07 -22.13 -14.76
H -3.91 -21.67 -14.84
H -3.05 -22.69 -15.56
```

HOMO = -10.12 eV
total charge = 0
SMILES = CCO.CCO.CCO.CCO.CCO.O.O
Kohn-Sham gap = 9.9533 eV

Löwdin population analysis, charges in e, atoms 1 to 6:
1. C -0.0777
2. C -0.2771
3. O -0.0987
4. H 0.0555
5. H 0.0606
6. H 0.0872

The structure with the least stability is *A*.

*A*
A gas-phase ion, C2H3ClN (charge +1). Source: the OMol25 dataset; level of theory: wB97M-V/def2-TZVPD.

XYZ file:
```
7
C2H3ClN, DFT wB97M-V/def2-TZVPD
C -0.69 1.42 -0.01
N -0.10 0.44 0.01
C 0.63 -0.60 0.09
Cl 2.49 0.12 -0.07
H -1.12 2.36 -0.21
H 0.62 -1.05 0.98
H 0.62 -1.28 -0.70
```

HOMO = -16.16 eV
total charge = +1
SMILES = C#[N+]CCl
Kohn-Sham gap = 9.5495 eV

Löwdin population analysis, charges in e, atoms 1 to 6:
1. C 0.4082
2. N 0.0533
3. C -0.3213
4. Cl 0.5289
5. H 0.1471
6. H 0.0763

*B*
A gas-phase ion, C2H3ClN (charge +1). Source: the OMol25 dataset; level of theory: wB97M-V/def2-TZVPD.

XYZ file:
```
7
C2H3ClN, DFT wB97M-V/def2-TZVPD
C 0.59 -1.49 -0.34
N 0.27 -0.41 -0.15
C -0.33 0.78 0.06
Cl 0.16 1.34 1.68
H 0.74 -2.41 -0.84
H 0.09 1.66 -0.47
H -1.51 0.53 0.07
```

HOMO = -16.04 eV
total charge = +1
SMILES = C#[N+]CCl
Kohn-Sham gap = 9.9878 eV

Löwdin population analysis, charges in e, atoms 1 to 6:
1. C 0.3750
2. N 0.0456
3. C -0.5336
4. Cl 0.6568
5. H 0.1487
6. H 0.1186

The structure with the least stability is *A*.